# C4H15NO3

A 3-piece molecular cluster, C4H15NO3 overall (wB97M-V/def2-TZVPD, the Open Molecules 2025 dataset).

- energy relative to the best compared isomer or geometry (same formula, charge and spin) (kcal/mol) = 76.5
- HOMO energy (eV) = -9.0
- gap between HOMO and LUMO (eV) = 9.5
- E_LUMO (eV) = 0.5
- structure (SMILES) = CNC[C@@H](C)O.O.O

```
! wB97M-V def2-TZVPD RIJCOSX def2/J DEFGRID3
* xyz 0 1
C -1.3282 0.8364 -2.0690
N -1.2878 -0.6686 -1.8301
C -0.3403 -1.3230 -0.7950
C 0.9176 -0.5704 -0.2409
C 2.1407 -0.0442 -1.0473
O 0.2188 0.6182 0.2618
H -0.4254 1.2673 -1.9386
H -1.6888 1.1016 -3.0722
H -1.9187 1.4293 -1.3421
H -2.2383 -0.9085 -1.4594
H -0.0738 -2.2322 -1.2146
H -0.8588 -1.3495 0.1767
H 1.3092 -1.0770 0.6633
H 1.8404 0.9242 -1.3359
H 2.4236 -0.7594 -1.6506
H 3.2244 -0.0425 -0.3605
H 0.6306 1.4619 0.2013
O -1.3382 1.5699 2.6011
H -1.1458 0.9035 3.2590
H -1.3232 1.2366 1.7321
O 0.6962 -0.6740 3.4342
H 0.2279 -1.4795 3.3269
H 0.3377 -0.2201 2.7000
*
```

Atomic partial charges in e from the Mulliken method, atoms 1 to 5: atom 1 (C): -0.636, atom 2 (N): -0.435, atom 3 (C): -0.586, atom 4 (C): 0.113, atom 5 (C): -1.226